[1]
A 10-piece molecular cluster, C20H60O10 overall at a distorted geometry, computed with ωB97M-V/def2-TZVPD.

```
! wB97M-V def2-TZVPD RIJCOSX def2/J DEFGRID3
* xyz 0 1
C 3.35 -2.57 0.59
C 4.79 -3.03 0.57
O 5.63 -2.08 1.19
H 3.00 -2.37 1.61
H 2.69 -3.35 0.17
H 3.20 -1.75 -0.11
H 5.09 -3.20 -0.47
H 4.88 -3.96 1.13
H 6.26 -1.67 0.60
C -0.75 5.13 -2.09
C 0.05 5.25 -0.81
O -0.32 6.43 -0.12
H -1.79 4.98 -1.77
H -0.59 4.29 -2.76
H -0.78 6.04 -2.70
H 1.11 5.29 -1.06
H -0.17 4.38 -0.19
H -1.28 6.48 -0.18
C 1.02 -3.21 -2.39
C -0.10 -3.95 -1.67
O -1.08 -3.04 -1.18
H 1.53 -2.51 -1.72
H 0.60 -2.52 -3.12
H 1.77 -3.91 -2.77
H 0.24 -4.61 -0.87
H -0.57 -4.59 -2.42
H -0.76 -2.70 -0.33
C 2.54 0.34 -2.81
C 3.85 -0.46 -2.78
O 4.75 -0.05 -3.79
H 2.78 1.40 -2.90
H 2.06 0.14 -1.85
H 1.87 0.03 -3.60
H 3.61 -1.53 -2.83
H 4.35 -0.23 -1.84
H 4.39 -0.29 -4.65
C 0.14 1.29 0.47
C 0.03 -0.15 0.01
O -0.55 -0.97 1.03
H 0.86 1.41 1.29
H -0.82 1.73 0.72
H 0.61 1.92 -0.30
H 1.00 -0.60 -0.15
H -0.62 -0.17 -0.88
H -1.47 -0.72 1.19
C -0.78 0.82 -4.47
C -0.59 0.18 -5.86
O -0.51 1.19 -6.87
H -0.26 0.33 -3.65
H -1.85 0.96 -4.28
H -0.46 1.86 -4.52
H -1.46 -0.43 -6.11
H 0.27 -0.49 -5.90
H -1.42 1.48 -7.01
C 0.33 -3.95 2.41
C 0.58 -3.61 3.87
O -0.26 -4.39 4.69
H 0.85 -3.32 1.70
H -0.74 -3.91 2.21
H 0.70 -4.97 2.27
H 0.48 -2.53 4.07
H 1.63 -3.80 4.12
H -0.15 -4.18 5.62
C -3.89 -2.24 0.97
C -4.40 -2.87 -0.34
O -3.83 -2.24 -1.47
H -4.60 -2.30 1.79
H -3.64 -1.20 0.73
H -2.96 -2.73 1.26
H -5.49 -2.77 -0.36
H -4.17 -3.94 -0.34
H -2.87 -2.43 -1.45
C -1.19 1.09 4.49
C 0.20 1.73 4.54
O 0.08 3.03 3.90
H -1.92 1.87 4.71
H -1.20 0.23 5.17
H -1.48 0.69 3.52
H 0.92 1.15 3.97
H 0.41 1.88 5.60
H 0.83 3.13 3.31
C -2.57 4.08 1.90
C -2.88 5.05 3.03
O -2.55 4.47 4.29
H -1.52 3.76 1.95
H -2.88 4.55 0.96
H -3.16 3.16 1.92
H -3.96 5.18 3.08
H -2.39 6.00 2.87
H -1.66 4.09 4.20
*
```

**HOMO level**: -9.964 eV
**Structure (SMILES)**: CCO.CCO.CCO.CCO.CCO.CCO.CCO.CCO.CCO.CCO
**E_LUMO**: 0.3 eV
**ΔE to the lowest compared entry with this formula, charge and spin**: 45.3 kcal/mol

[2]
C61H131CaN7O15 as an isolated structure at a distorted geometry, computed with ωB97M-V/def2-TZVPD.

```
! wB97M-V def2-TZVPD RIJCOSX def2/J DEFGRID3
* xyz 4 1
Ca -0.71 0.06 -0.05
C 1.83 4.80 2.92
C 2.07 3.87 4.05
C 1.27 2.56 3.97
N 1.43 1.60 5.17
C 2.92 1.16 5.22
C 1.05 2.11 6.56
C 0.26 1.01 7.24
C -0.39 0.26 6.19
C 0.57 0.29 4.93
H 1.85 4.27 1.97
H 2.36 5.75 2.89
H 0.77 5.02 3.02
H 1.78 4.35 4.98
H 3.12 3.60 4.23
H 1.72 2.09 3.10
H 0.23 2.87 3.83
H 3.14 1.01 6.28
H 3.66 1.94 5.01
H 3.31 0.25 4.75
H 1.78 2.64 7.17
H 0.28 2.82 6.25
H 0.96 0.42 7.83
H -0.39 1.72 7.75
H -0.69 -0.70 6.63
H -1.34 0.67 5.83
H 1.21 -0.59 5.02
H 0.13 0.38 3.94
C 8.40 -4.00 -4.21
C 7.33 -3.00 -3.74
C 6.40 -3.63 -2.67
N 5.03 -2.92 -2.57
C 5.35 -1.39 -2.31
C 4.25 -3.52 -1.37
C 2.80 -3.36 -1.69
C 2.69 -2.98 -3.19
C 4.13 -3.16 -3.83
H 9.22 -4.18 -3.51
H 8.99 -3.61 -5.04
H 8.08 -5.00 -4.50
H 6.72 -2.73 -4.60
H 7.77 -2.04 -3.44
H 6.92 -3.58 -1.71
H 6.26 -4.69 -2.87
H 6.00 -1.38 -1.44
H 4.40 -0.97 -1.99
H 5.62 -0.95 -3.27
H 4.67 -3.06 -0.47
H 4.46 -4.59 -1.32
H 2.30 -2.65 -1.02
H 2.36 -4.35 -1.53
H 2.48 -1.92 -3.27
H 2.09 -3.71 -3.74
H 4.46 -2.63 -4.72
H 4.29 -4.20 -4.10
C -1.12 7.21 -0.68
C -0.55 6.33 -1.85
C -1.49 6.03 -3.04
N -1.19 4.83 -3.97
C 0.24 5.05 -4.46
C -1.28 3.45 -3.20
C -1.72 2.48 -4.32
C -2.63 3.29 -5.25
C -2.16 4.76 -5.22
H -1.69 8.10 -0.95
H -0.42 7.56 0.09
H -1.79 6.58 -0.10
H -0.05 5.43 -1.50
H 0.31 6.88 -2.24
H -1.40 6.92 -3.66
H -2.54 6.06 -2.75
H 0.24 6.13 -4.63
H 0.46 4.52 -5.38
H 0.99 4.95 -3.67
H -0.36 2.98 -2.86
H -2.08 3.37 -2.47
H -0.83 2.21 -4.89
H -2.02 1.46 -4.09
H -2.75 2.97 -6.28
H -3.62 3.21 -4.79
H -1.65 5.00 -6.15
H -2.96 5.49 -5.10
C -5.20 -8.40 -3.76
C -4.38 -7.24 -3.37
C -4.97 -6.56 -2.12
N -4.18 -5.34 -1.58
C -2.73 -5.71 -1.26
C -4.85 -4.56 -0.47
C -4.15 -3.20 -0.43
C -3.91 -2.93 -1.93
C -4.10 -4.30 -2.71
H -5.29 -9.08 -2.91
H -4.72 -8.95 -4.57
H -6.24 -8.25 -4.05
H -4.27 -6.59 -4.23
H -3.35 -7.55 -3.22
H -5.08 -7.28 -1.31
H -5.87 -6.04 -2.46
H -2.57 -5.95 -0.21
H -2.28 -4.73 -1.36
H -2.22 -6.35 -1.98
H -4.84 -5.09 0.48
H -5.91 -4.59 -0.74
H -3.18 -3.29 0.06
H -4.61 -2.42 0.18
H -3.02 -2.35 -2.17
H -4.69 -2.24 -2.27
H -3.25 -4.49 -3.37
H -5.10 -4.31 -3.14
C -4.55 1.37 4.94
C -5.50 2.48 4.34
C -5.35 2.59 2.76
N -5.73 3.95 2.14
C -7.21 4.28 2.34
C -5.47 4.02 0.59
C -4.17 4.80 0.33
C -4.22 5.86 1.45
C -4.70 5.09 2.63
H -3.58 1.86 4.96
H -4.57 0.37 4.51
H -4.85 1.25 5.98
H -5.49 3.45 4.85
H -6.50 2.10 4.54
H -5.89 1.79 2.25
H -4.30 2.41 2.54
H -7.38 5.22 1.83
H -7.41 4.31 3.41
H -7.86 3.50 1.93
H -6.24 4.56 0.04
H -5.50 3.00 0.20
H -4.18 5.13 -0.71
H -3.44 4.02 0.56
H -5.04 6.56 1.31
H -3.25 6.37 1.48
H -5.28 5.64 3.38
H -3.86 4.76 3.25
C 4.45 -4.04 2.41
C 3.03 -4.00 3.02
C 1.84 -4.43 2.05
N 0.46 -4.29 2.76
C 0.10 -2.85 3.24
C -0.66 -4.79 1.77
C -1.38 -5.98 2.48
C -1.14 -5.71 3.98
C 0.32 -5.21 4.01
H 4.53 -3.41 1.52
H 4.66 -5.06 2.09
H 5.19 -3.79 3.17
H 2.77 -3.02 3.41
H 3.01 -4.68 3.86
H 1.91 -5.45 1.66
H 1.80 -3.89 1.11
H 0.31 -2.05 2.54
H 0.65 -2.62 4.16
H -0.93 -2.92 3.58
H -1.28 -3.93 1.57
H -0.20 -5.18 0.86
H -2.41 -6.04 2.13
H -0.85 -6.93 2.40
H -1.72 -4.89 4.40
H -1.29 -6.63 4.55
H 0.60 -4.70 4.93
H 0.95 -6.07 3.76
C 1.91 1.02 -4.30
C 3.34 1.30 -3.75
C 3.28 1.92 -2.27
N 4.43 2.87 -1.91
C 4.32 4.14 -2.81
C 5.91 2.28 -1.87
C 6.29 2.03 -0.40
C 5.66 3.30 0.24
C 4.27 3.36 -0.40
H 1.24 1.87 -4.21
H 1.50 0.11 -3.87
H 1.94 0.94 -5.39
H 3.73 2.17 -4.29
H 3.94 0.43 -4.00
H 3.30 1.10 -1.56
H 2.40 2.56 -2.24
H 4.88 4.88 -2.24
H 3.29 4.51 -2.81
H 4.58 3.90 -3.84
H 6.63 3.00 -2.26
H 6.04 1.33 -2.39
H 7.38 2.06 -0.39
H 5.98 1.06 -0.01
H 6.10 4.28 0.07
H 5.64 3.04 1.30
H 3.71 4.29 -0.36
H 3.72 2.54 0.07
O -0.56 -3.09 -2.78
C -0.44 -2.13 -1.86
O -0.40 -2.43 -0.67
O -0.29 -0.90 -2.22
H -0.38 -3.77 -2.13
O -4.15 0.18 -2.85
C -3.89 0.56 -1.62
O -4.93 0.52 -0.94
O -2.70 0.76 -1.20
H -5.07 0.31 -2.60
O -0.36 4.12 0.34
C -0.18 2.83 0.37
O 0.27 2.31 -0.69
O -0.64 2.03 1.29
H -0.92 4.10 1.12
O -4.20 -0.33 2.08
C -3.21 -1.16 2.13
O -3.20 -2.19 2.86
O -2.25 -0.93 1.39
H -3.99 0.29 1.39
O 2.76 -0.71 2.51
C 2.68 -0.48 1.18
O 3.78 -0.65 0.59
O 1.62 -0.08 0.60
H 3.51 -1.15 2.10
*
```

**HOMO level**: -14.539 eV
**E_LUMO**: -6.5 eV

Please write out number 1 again, unchanged.
A 10-piece molecular cluster, C20H60O10 overall at a distorted geometry, computed with ωB97M-V/def2-TZVPD.

```
! wB97M-V def2-TZVPD RIJCOSX def2/J DEFGRID3
* xyz 0 1
C 3.35 -2.57 0.59
C 4.79 -3.03 0.57
O 5.63 -2.08 1.19
H 3.00 -2.37 1.61
H 2.69 -3.35 0.17
H 3.20 -1.75 -0.11
H 5.09 -3.20 -0.47
H 4.88 -3.96 1.13
H 6.26 -1.67 0.60
C -0.75 5.13 -2.09
C 0.05 5.25 -0.81
O -0.32 6.43 -0.12
H -1.79 4.98 -1.77
H -0.59 4.29 -2.76
H -0.78 6.04 -2.70
H 1.11 5.29 -1.06
H -0.17 4.38 -0.19
H -1.28 6.48 -0.18
C 1.02 -3.21 -2.39
C -0.10 -3.95 -1.67
O -1.08 -3.04 -1.18
H 1.53 -2.51 -1.72
H 0.60 -2.52 -3.12
H 1.77 -3.91 -2.77
H 0.24 -4.61 -0.87
H -0.57 -4.59 -2.42
H -0.76 -2.70 -0.33
C 2.54 0.34 -2.81
C 3.85 -0.46 -2.78
O 4.75 -0.05 -3.79
H 2.78 1.40 -2.90
H 2.06 0.14 -1.85
H 1.87 0.03 -3.60
H 3.61 -1.53 -2.83
H 4.35 -0.23 -1.84
H 4.39 -0.29 -4.65
C 0.14 1.29 0.47
C 0.03 -0.15 0.01
O -0.55 -0.97 1.03
H 0.86 1.41 1.29
H -0.82 1.73 0.72
H 0.61 1.92 -0.30
H 1.00 -0.60 -0.15
H -0.62 -0.17 -0.88
H -1.47 -0.72 1.19
C -0.78 0.82 -4.47
C -0.59 0.18 -5.86
O -0.51 1.19 -6.87
H -0.26 0.33 -3.65
H -1.85 0.96 -4.28
H -0.46 1.86 -4.52
H -1.46 -0.43 -6.11
H 0.27 -0.49 -5.90
H -1.42 1.48 -7.01
C 0.33 -3.95 2.41
C 0.58 -3.61 3.87
O -0.26 -4.39 4.69
H 0.85 -3.32 1.70
H -0.74 -3.91 2.21
H 0.70 -4.97 2.27
H 0.48 -2.53 4.07
H 1.63 -3.80 4.12
H -0.15 -4.18 5.62
C -3.89 -2.24 0.97
C -4.40 -2.87 -0.34
O -3.83 -2.24 -1.47
H -4.60 -2.30 1.79
H -3.64 -1.20 0.73
H -2.96 -2.73 1.26
H -5.49 -2.77 -0.36
H -4.17 -3.94 -0.34
H -2.87 -2.43 -1.45
C -1.19 1.09 4.49
C 0.20 1.73 4.54
O 0.08 3.03 3.90
H -1.92 1.87 4.71
H -1.20 0.23 5.17
H -1.48 0.69 3.52
H 0.92 1.15 3.97
H 0.41 1.88 5.60
H 0.83 3.13 3.31
C -2.57 4.08 1.90
C -2.88 5.05 3.03
O -2.55 4.47 4.29
H -1.52 3.76 1.95
H -2.88 4.55 0.96
H -3.16 3.16 1.92
H -3.96 5.18 3.08
H -2.39 6.00 2.87
H -1.66 4.09 4.20
*
```

**HOMO level**: -9.964 eV
**Structure (SMILES)**: CCO.CCO.CCO.CCO.CCO.CCO.CCO.CCO.CCO.CCO
**E_LUMO**: 0.3 eV
**ΔE to the lowest compared entry with this formula, charge and spin**: 45.3 kcal/mol